one:
Computed, not measured: one molecule with the formula C19H17N3O4S, with the ωB97M-V functional and the def2-TZVPD basis.

- HOMO: -8.03 eV
- SMILES string: O=C1C[C@@H](S/C(=N/Cc2ccc3c(c2)OCO3)Nc2ccccc2)C(=O)N1
- Frontier orbital gap: 0.314 Eh
- M: 383.429 g mol⁻¹

The geometry in ORCA input format:
```
! wB97M-V def2-TZVPD RIJCOSX def2/J DEFGRID3
* xyz 0 1
O -1.729 -3.831 -1.937
C -1.438 -3.430 -0.845
N -2.080 -2.409 -0.184
C -1.534 -2.062 1.029
O -1.894 -1.154 1.725
C -0.496 -3.131 1.352
C -0.328 -3.923 0.063
H -0.391 -5.002 0.202
H 0.624 -3.698 -0.420
H -0.865 -3.743 2.179
S 1.023 -2.379 2.002
C 1.220 -1.026 0.856
N 0.476 -1.052 -0.159
C 0.301 0.021 -1.108
C -1.062 0.619 -0.869
C -2.137 0.286 -1.678
C -3.422 0.771 -1.429
C -3.578 1.593 -0.341
C -2.496 1.939 0.472
C -1.233 1.468 0.228
H -0.406 1.732 0.866
O -2.924 2.780 1.462
C -4.317 2.911 1.282
O -4.712 2.199 0.129
H -4.575 3.976 1.163
H -4.843 2.507 2.163
H -4.256 0.513 -2.060
H -1.980 -0.366 -2.525
H 0.346 -0.428 -2.104
H 1.064 0.804 -1.027
N 2.159 -0.133 1.297
C 3.082 0.582 0.529
C 3.447 0.169 -0.750
C 4.370 0.902 -1.473
C 4.948 2.036 -0.930
C 4.605 2.433 0.352
C 3.680 1.712 1.082
H 3.412 2.019 2.083
H 5.060 3.311 0.787
H 5.669 2.603 -1.499
H 4.645 0.575 -2.465
H 3.016 -0.728 -1.166
H 2.329 -0.140 2.294
H -2.781 -1.829 -0.629
*
```

two:
Computed, not measured: one molecule with the formula C19H17N3O4S, with the ωB97M-V functional and the def2-TZVPD basis.

- HOMO: -8.86 eV
- SMILES string: COc1cccc(S(=O)(=O)Nc2ccc(C(=O)Nc3ccncc3)cc2)c1
- Frontier orbital gap: 0.338 Eh
- M: 383.429 g mol⁻¹

The geometry in ORCA input format:
```
! wB97M-V def2-TZVPD RIJCOSX def2/J DEFGRID3
* xyz 0 1
C -4.590 -2.568 -2.841
H -4.867 -3.438 -2.240
H -5.305 -2.445 -3.653
H -4.597 -1.673 -2.212
O -3.337 -2.750 -3.465
C -2.249 -2.943 -2.688
C -1.034 -3.130 -3.355
C 0.136 -3.340 -2.654
C 0.126 -3.365 -1.265
C -1.074 -3.172 -0.618
C -2.260 -2.964 -1.294
H -3.155 -2.825 -0.710
S -1.123 -3.205 1.167
O -2.398 -2.731 1.617
O -0.642 -4.463 1.648
N 0.097 -2.122 1.590
C -0.008 -0.745 1.553
C 0.866 0.049 2.299
C 0.804 1.423 2.220
C -0.137 2.038 1.397
C -1.037 1.246 0.689
C -0.966 -0.131 0.748
H -1.660 -0.739 0.194
H -1.787 1.728 0.081
C -0.277 3.513 1.340
O -1.351 4.076 1.360
N 0.880 4.260 1.335
C 2.181 3.913 0.998
C 3.235 4.694 1.477
C 4.529 4.351 1.128
N 4.830 3.323 0.353
C 3.829 2.601 -0.122
C 2.496 2.847 0.156
H 1.724 2.234 -0.280
H 4.111 1.782 -0.770
H 5.370 4.928 1.489
H 3.041 5.545 2.112
H 0.725 5.242 1.533
H 1.478 2.021 2.816
H 1.592 -0.424 2.944
H 0.762 -2.511 2.239
H 1.022 -3.535 -0.692
H 1.061 -3.486 -3.189
H -1.040 -3.110 -4.434
*
```

What should be chosen as the least stable of them? Choose two.

one:
Computed, not measured: C8H15NP as an isolated structure, with the ωB97M-V functional and the def2-TZVPD basis.

- HOMO: -11.38 eV
- Frontier orbital gap: 0.292 Eh
- M: 156.189 g mol⁻¹

The geometry in ORCA input format:
```
! wB97M-V def2-TZVPD RIJCOSX def2/J DEFGRID3
* xyz 1 1
C 2.681 -0.268 1.767
C 2.699 0.861 1.050
C 1.446 -0.920 1.858
C 1.321 1.312 0.684
C 0.299 0.162 0.778
C -1.682 1.218 -1.147
C -1.862 -1.127 -1.995
C -0.149 -0.560 -0.436
N -1.512 -0.201 -0.837
P 0.712 -2.071 2.846
H 3.616 -0.555 2.252
H 3.624 1.281 0.662
H 1.104 1.997 1.612
H 1.372 2.016 -0.209
H -0.498 0.507 1.355
H -1.220 1.419 -2.115
H -2.785 1.599 -1.183
H -1.110 1.736 -0.308
H -1.864 -2.183 -1.723
H -2.872 -0.699 -2.346
H -1.063 -0.966 -2.828
H -0.180 -1.572 -0.256
H 0.571 -0.406 -1.332
H -2.247 -0.547 -0.107
H -0.400 -2.036 1.959
*
```

two:
Computed, not measured: an isolated ion of composition C8H15NP and charge +1, with the ωB97M-V functional and the def2-TZVPD basis.

- HOMO: -12.31 eV
- SMILES string: CC1=[N+](C)C(C)=P(C)=C1C
- Frontier orbital gap: 0.297 Eh
- M: 156.189 g mol⁻¹

The geometry in ORCA input format:
```
! wB97M-V def2-TZVPD RIJCOSX def2/J DEFGRID3
* xyz 1 1
C 0.875 -0.671 -0.241
C 1.252 0.697 0.160
C -1.308 0.222 -0.272
C 1.872 -1.748 -0.295
C 2.652 1.191 0.408
C -2.750 0.281 -0.518
C -0.847 -2.069 -1.192
C -0.804 2.966 1.043
N -0.453 -0.863 -0.444
P -0.210 1.650 -0.167
H 2.596 -1.640 0.597
H 2.446 -1.546 -1.206
H 1.421 -2.780 -0.216
H 2.607 2.263 0.615
H 3.294 1.098 -0.459
H 2.890 0.565 1.233
H -3.433 0.373 0.399
H -3.032 -0.491 -1.215
H -2.895 1.216 -1.043
H -0.899 -1.642 -2.318
H -1.792 -2.460 -0.943
H -0.186 -2.990 -0.962
H -0.560 4.079 0.666
H -0.268 2.792 1.945
H -1.861 2.868 1.102
*
```

What should be chosen as the least stable of them? Choose one.